{"formula": "C5H11N3", "method": "ωB97M-V with the def2-TZVPD basis set", "elements": ["C", "C", "C", "C", "C", "H", "H", "H", "H", "H", "H", "H", "H", "H", "H", "H", "N", "N", "N"], "coordinates": [[0.869, 2.938, -1.347], [-0.319, 1.774, -1.465], [-0.806, 0.017, 0.058], [0.685, -1.597, 1.133], [1.668, -1.786, 0.115], [1.857, 2.417, -0.954], [0.243, 3.602, -0.556], [1.348, 3.718, -2.357], [-0.380, 1.508, -2.602], [-1.294, 2.329, -1.230], [-1.635, 0.625, 0.339], [-1.103, -1.102, 2.491], [-1.640, -2.417, 1.533], [1.019, -1.756, 2.822], [2.551, -2.247, 0.652], [1.357, -1.431, -1.305], [0.029, 0.612, -0.782], [-0.679, -1.135, 0.543], [-1.479, -1.379, 1.695]], "lowdin_charge": [-0.14, -0.37, -0.27, -0.17, -0.07, 0.06, 0.07, 0.13, 0.12, 0.10, 0.12, -0.02, 0.13, 0.25, 0.02, 0.22, -0.02, -0.18, 0.03], "orbital_gap_ev": 8.1, "charge": 0, "e_homo_ev": -8.56, "largest_force_ha_per_bohr": 0.20109, "e_tot_ha": -360.98180, "lumo_ev": -0.49}